DFT (ωB97M-V/def2-TZVPD) results for a molecular structure, C28H43F9OP2V in a non-equilibrium geometry.

Summary:
Total charge ... +1
Expectation value of S² ... 2.051
HOMO (alpha / beta) ... -9.99 / -10.00 eV
Spin multiplicity ... 3

Element x y z (Å)
V  0.549  1.825  2.068
C  1.059  1.045  3.942
C  2.190  1.673  3.304
C  0.480  3.262  3.474
C  -0.011  2.015  4.011
C  1.835  3.046  2.998
C  0.872  -0.403  4.178
H  1.750  -0.933  3.801
H  -0.010  -0.822  3.600
H  0.655  -0.615  5.257
C  -1.419  1.602  4.031
H  -1.577  0.783  4.735
H  -1.609  1.084  3.053
H  -2.164  2.409  4.154
C  -0.411  4.267  2.869
H  -0.495  5.149  3.481
H  -1.421  3.841  2.771
H  -0.002  4.590  1.897
C  2.492  3.864  1.961
H  3.003  4.761  2.314
H  1.747  4.267  1.266
H  3.251  3.283  1.431
C  3.356  0.945  2.727
H  4.308  1.383  3.075
H  3.360  0.984  1.618
H  3.321  -0.114  3.000
C  -0.603  -2.296  0.037
C  0.440  -2.870  0.646
C  1.874  -2.460  0.507
C  2.442  -2.203  -0.943
C  2.578  -0.785  -1.438
C  1.612  0.139  -1.648
C  0.135  0.057  -1.165
C  -0.499  -1.367  -1.165
H  2.378  -3.346  0.956
H  1.889  -2.775  -1.699
H  2.110  -1.561  1.124
H  0.001  -1.955  -1.932
H  -1.611  -2.389  0.452
H  0.268  -3.644  1.384
H  -1.547  -1.214  -1.486
H  -0.056  0.676  -0.218
H  1.976  1.120  -2.044
H  -0.461  0.567  -1.965
H  3.488  -2.595  -0.938
H  3.629  -0.442  -1.496
P  -0.284  -0.886  -3.958
P  -0.114  2.382  -4.694
C  -0.318  -0.293  -5.707
C  -0.917  1.111  -5.846
H  -0.916  -1.021  -6.258
H  0.721  -0.316  -6.052
H  -0.795  1.418  -6.901
H  -2.000  1.091  -5.582
C  -0.886  3.778  -5.581
H  -0.497  4.706  -5.141
H  -1.982  3.782  -5.483
H  -0.631  3.774  -6.647
C  1.497  2.506  -5.610
H  1.350  2.504  -6.706
H  2.173  1.681  -5.312
H  1.952  3.469  -5.313
C  -1.971  -1.594  -3.941
H  -2.282  -1.983  -2.963
H  -2.086  -2.402  -4.672
H  -2.681  -0.800  -4.226
C  0.895  -2.297  -4.141
H  1.809  -1.980  -4.674
H  0.452  -3.133  -4.699
H  1.256  -2.665  -3.177
F  -4.037  -0.649  3.052
C  -3.799  -1.984  3.038
F  -4.867  -2.592  3.642
F  -3.797  -2.376  1.726
C  -2.372  -2.304  3.722
O  -1.463  -1.631  3.044
C  -2.429  -2.070  5.296
F  -3.368  -2.838  5.948
F  -1.218  -2.337  5.873
F  -2.727  -0.771  5.608
C  -2.245  -3.897  3.617
F  -3.278  -4.588  4.218
F  -2.213  -4.308  2.317
F  -1.089  -4.332  4.201

=====

DFT (ωB97M-V/def2-TZVPD) results for a single C4H6O2 molecule.

Summary:
SMILES ... O=CCCC=O
Energy above the lowest of the compared OMol25 structures with the same formula, charge and spin ... 30.10 kcal/mol
HOMO ... -9.85 eV

Element x y z (Å)
O  1.546  0.267  1.466
C  1.201  0.872  0.480
O  1.025  -1.609  -0.850
C  -0.006  -1.539  -0.226
C  -0.933  -0.343  -0.328
C  -0.258  0.998  0.071
H  1.944  1.382  -0.164
H  -0.317  -2.358  0.453
H  -1.251  -0.290  -1.377
H  -1.830  -0.516  0.272
H  -0.345  1.724  -0.741
H  -0.776  1.411  0.943

=====

DFT (ωB97M-V/def2-TZVPD) results for a single C10H17BrNO4PS molecule in a non-equilibrium geometry.

Summary:
SMILES ... C[C@@H](Br)C[C@@H]1O[C@H]([PH2]=S)[C@H](ON=O)[C@@H]1C[C@@H]1CO1
HOMO ... -8.71 eV

Element x y z (Å)
C  4.120  -0.980  -0.101
C  2.817  -0.164  -0.600
Br  2.603  -0.571  -2.544
C  1.530  -0.607  0.258
C  0.215  -0.091  -0.448
O  0.468  1.284  -0.869
C  -0.826  1.907  -0.842
P  -1.030  3.688  -1.400
S  -0.060  3.894  -3.084
C  -1.464  1.411  0.538
O  -1.055  2.041  1.768
N  0.254  1.808  2.059
O  0.712  2.785  2.561
C  -1.189  -0.144  0.315
C  -1.442  -1.177  1.471
C  -1.409  -2.697  0.749
C  -2.633  -2.956  -0.312
O  -2.528  -3.603  1.112
H  4.398  -1.688  -0.932
H  3.797  -1.576  0.799
H  4.952  -0.252  0.107
H  3.017  0.934  -0.404
H  1.653  -0.167  1.291
H  1.580  -1.740  0.356
H  0.024  -0.777  -1.340
H  -1.392  1.342  -1.664
H  -0.689  4.643  -0.397
H  -2.430  3.836  -1.727
H  -2.586  1.540  0.549
H  -1.903  -0.401  -0.535
H  -2.500  -1.119  1.852
H  -0.671  -1.201  2.288
H  -0.364  -3.152  0.486
H  -3.576  -2.358  -0.233
H  -2.394  -3.692  -1.127

=====

DFT (ωB97M-V/def2-TZVPD) results for a molecular structure, C10H24F3NaO8 in a non-equilibrium geometry.

Summary:
Energy above the lowest of the compared OMol25 structures with the same formula, charge and spin ... 71.69 kcal/mol
HOMO ... -6.23 eV

Element x y z (Å)
Na  0.798  0.025  -0.660
C  -2.633  -1.704  2.204
O  -2.856  -0.423  1.529
O  -1.302  -1.954  2.029
C  -3.298  -1.715  3.597
F  -2.948  -0.685  4.403
F  -4.633  -1.793  3.534
F  -2.852  -2.732  4.385
C  -4.172  -0.121  1.114
C  -4.057  1.276  0.441
H  -3.681  2.110  1.033
H  -3.359  1.255  -0.396
H  -5.046  1.510  0.046
H  -4.893  -0.032  1.927
H  -4.591  -0.804  0.376
H  -3.222  -2.411  1.620
C  0.074  3.508  4.534
C  0.568  4.241  3.327
O  1.242  3.233  2.581
O  1.032  3.069  5.399
H  -0.603  2.705  4.242
H  -0.496  4.202  5.151
H  1.266  5.043  3.566
H  -0.166  4.644  2.629
H  2.049  3.186  3.099
H  1.388  2.289  4.968
C  0.948  0.887  -5.322
C  1.568  2.181  -4.763
O  2.153  2.115  -3.486
O  -0.022  0.379  -4.394
H  1.778  0.196  -5.468
H  0.430  1.017  -6.272
H  0.746  2.893  -4.686
H  2.280  2.700  -5.406
H  2.965  2.613  -3.369
H  -0.656  -0.168  -4.863
C  3.388  -5.193  -1.731
C  3.561  -3.894  -2.488
O  3.658  -2.712  -1.731
O  2.146  -5.169  -1.087
H  4.140  -5.179  -0.942
H  3.606  -6.116  -2.269
H  2.663  -3.786  -3.097
H  4.455  -3.969  -3.107
H  4.513  -2.275  -1.731
H  2.069  -4.443  -0.463

=====

DFT (ωB97M-V/def2-TZVPD) results for 5 unconnected molecules or ions with the total composition C22H32ClF8NO14 in a non-equilibrium geometry.

Summary:
SMILES ... N[C@@H]1[C@H](C(F)(F)C(F)(F)F)OC(=O)[C@@]1(Cl)CCC(F)=C(F)F.COC(=O)OC.COC(=O)OC.COC(=O)OC.COC(=O)OC
HOMO ... -9.17 eV

Element x y z (Å)
N  3.203  3.527  1.888
C  2.824  3.247  0.533
C  3.940  3.025  -0.573
C  5.261  2.398  -0.156
F  6.034  3.361  0.381
F  5.054  1.390  0.702
C  6.074  1.788  -1.369
F  5.289  1.402  -2.368
F  7.011  2.597  -1.800
F  6.686  0.682  -0.928
O  4.010  4.342  -1.156
C  2.680  4.557  -1.523
O  2.327  4.891  -2.572
C  1.911  4.290  -0.188
Cl  1.931  5.974  0.553
C  0.400  3.938  -0.212
C  -0.050  3.093  -1.462
C  -0.220  1.602  -1.118
F  0.823  0.804  -1.429
C  -1.356  1.151  -0.590
F  -2.059  0.164  -1.094
F  -1.873  1.716  0.479
H  3.954  2.920  2.206
H  3.540  4.480  2.006
H  2.223  2.318  0.466
H  3.409  2.468  -1.370
H  -0.158  4.881  -0.226
H  0.166  3.338  0.679
H  0.589  3.214  -2.347
H  -1.061  3.430  -1.735
C  4.143  0.689  -4.802
O  3.187  0.813  -5.856
C  3.487  1.751  -6.760
O  4.459  2.460  -6.746
O  2.519  1.763  -7.681
C  2.710  2.725  -8.718
H  3.795  -0.096  -4.135
H  5.117  0.404  -5.200
H  4.215  1.617  -4.243
H  3.627  2.521  -9.269
H  2.728  3.735  -8.307
H  1.866  2.639  -9.398
C  -2.471  -1.872  5.940
O  -3.346  -1.819  4.810
C  -3.056  -0.853  3.934
O  -2.153  -0.062  4.025
O  -3.944  -0.918  2.937
C  -3.752  0.066  1.918
H  -2.808  -2.691  6.571
H  -1.447  -2.071  5.626
H  -2.524  -0.945  6.510
H  -2.784  -0.058  1.447
H  -3.856  1.070  2.327
H  -4.526  -0.086  1.167
C  2.599  -6.838  4.083
O  2.022  -5.957  3.118
C  1.220  -5.024  3.637
O  0.962  -4.883  4.805
O  0.752  -4.276  2.634
C  -0.127  -3.231  3.049
H  3.225  -7.544  3.542
H  3.220  -6.284  4.785
H  1.823  -7.390  4.611
H  0.388  -2.534  3.710
H  -1.011  -3.642  3.537
H  -0.441  -2.694  2.157
C  -9.148  -3.565  -1.364
O  -8.937  -3.347  0.030
C  -7.665  -3.104  0.362
O  -6.733  -3.057  -0.399
O  -7.610  -2.920  1.683
C  -6.297  -2.649  2.182
H  -10.210  -3.750  -1.506
H  -8.867  -2.682  -1.938
H  -8.591  -4.436  -1.707
H  -5.905  -1.734  1.749
H  -5.629  -3.485  1.981
H  -6.376  -2.518  3.258

=====

DFT (ωB97M-V/def2-TZVPD) results for a gas-phase ion, C4H5N2O (charge +1) in a non-equilibrium geometry.

Summary:
Total charge ... +1
Energy above the lowest of the compared OMol25 structures with the same formula, charge and spin ... 69.20 kcal/mol
HOMO (alpha / beta) ... -13.77 / -13.77 eV

Element x y z (Å)
C  1.734  1.057  0.370
C  -0.256  -0.143  0.331
C  1.986  -1.091  -0.177
C  -1.564  -0.634  -0.017
N  0.426  0.875  0.416
N  2.439  0.132  -0.329
O  0.848  -1.379  0.268
H  2.243  1.925  0.794
H  -1.858  -1.242  0.909
H  -1.587  -1.504  -0.831
H  -2.077  0.170  -0.453
H  3.499  0.095  -0.520

=====

DFT (ωB97M-V/def2-TZVPD) results for 2 unconnected molecules or ions with the total composition C5H10O2 in a non-equilibrium geometry.

Summary:
SMILES ... OC=C1CC1.CO
Energy above the lowest of the compared OMol25 structures with the same formula, charge and spin ... 131.29 kcal/mol
HOMO ... -8.10 eV

Element x y z (Å)
C  2.333  0.663  0.060
C  1.175  1.220  -0.664
C  1.426  -0.239  -0.761
C  -1.875  -0.334  1.544
C  0.536  -1.263  -0.754
O  -2.220  0.293  0.217
O  -0.254  -1.525  -1.808
H  3.249  1.064  -0.455
H  2.467  0.448  1.226
H  0.107  1.393  -0.274
H  1.286  1.676  -1.666
H  -1.501  0.357  2.102
H  -1.187  -1.162  1.324
H  -2.798  -0.624  2.063
H  0.760  -2.202  -0.342
H  -2.791  1.005  0.348
H  -0.714  -0.771  -2.161

=====

DFT (ωB97M-V/def2-TZVPD) results for a molecular structure, C28H24F32N2O5S in a non-equilibrium geometry.

Summary:
HOMO ... -9.10 eV

Element x y z (Å)
C  5.932  -8.316  -0.334
O  4.989  -8.377  -1.381
C  5.318  -7.516  -2.470
C  6.614  -7.968  -3.110
C  7.736  -7.201  -3.035
C  8.965  -7.654  -3.613
C  9.039  -8.856  -4.243
C  7.883  -9.671  -4.325
N  7.783  -10.881  -4.883
S  6.268  -11.353  -4.714
N  5.636  -10.085  -3.933
C  6.645  -9.237  -3.770
H  6.250  -7.284  -0.159
H  5.445  -8.723  0.546
H  6.808  -8.941  -0.521
H  5.435  -6.503  -2.085
H  4.503  -7.576  -3.185
H  7.699  -6.256  -2.514
H  9.827  -7.013  -3.524
H  9.969  -9.200  -4.667
C  3.118  -1.997  -3.061
C  2.297  -1.007  -2.217
C  3.057  0.100  -1.485
F  3.921  -0.396  -0.579
F  2.164  0.872  -0.817
F  1.523  -1.688  -1.347
F  1.459  -0.369  -3.083
O  3.425  -3.254  -2.482
C  4.536  -3.429  -1.696
C  4.167  -3.835  -0.267
F  3.399  -2.894  0.312
F  5.300  -3.963  0.461
F  5.340  -2.351  -1.727
F  5.241  -4.457  -2.229
H  2.472  -2.250  -3.900
H  3.999  -1.525  -3.497
H  3.603  0.734  -2.189
H  3.627  -4.785  -0.270
C  0.466  1.978  2.006
C  0.025  3.142  1.100
C  0.175  4.561  1.652
F  -0.576  4.753  2.753
F  -0.246  5.443  0.712
F  -1.244  2.931  0.688
F  0.815  3.084  -0.007
O  -0.546  1.288  2.721
C  -0.986  1.719  3.947
C  -2.467  2.100  3.898
F  -2.678  3.080  2.999
F  -2.859  2.554  5.114
F  -0.226  2.719  4.432
F  -0.866  0.684  4.805
H  0.858  1.225  1.324
H  1.301  2.258  2.649
H  1.221  4.777  1.885
H  -3.075  1.235  3.627
C  -5.045  5.371  4.986
C  -5.903  5.178  3.723
C  -6.331  6.435  2.964
F  -7.107  7.235  3.720
F  -7.054  6.068  1.879
F  -6.980  4.420  4.021
F  -5.140  4.460  2.852
O  -5.700  5.319  6.244
C  -6.271  6.436  6.802
C  -7.783  6.272  6.974
F  -8.379  6.051  5.788
F  -8.297  7.408  7.499
F  -5.963  7.553  6.118
F  -5.744  6.575  8.039
H  -4.382  4.508  5.006
H  -4.394  6.241  4.905
H  -5.457  6.997  2.623
H  -7.999  5.434  7.641
C  -3.646  3.094  -1.673
C  -3.758  1.560  -1.746
C  -3.012  0.849  -2.877
F  -3.463  1.228  -4.089
F  -3.213  -0.486  -2.765
F  -5.059  1.202  -1.750
F  -3.219  1.082  -0.589
O  -4.719  3.858  -2.202
C  -4.772  4.201  -3.530
C  -5.998  3.599  -4.223
F  -5.981  2.255  -4.145
F  -5.983  3.944  -5.531
F  -3.631  3.895  -4.174
F  -4.907  5.545  -3.587
H  -3.667  3.326  -0.609
H  -2.679  3.449  -2.030
H  -1.938  1.044  -2.815
H  -6.914  3.970  -3.759

=====

no.,electronic energy (eV)
1,-100490.28224
2,-8339.15591
3,-110484.94545
4,-39703.33495
5,-87747.53762
6,-9245.24901
7,-9437.34969
8,-140437.15449